1.
Density functional theory data (ωB97M-V/def2-TZVPD) for a structure of composition C63H48FGeN3O3P3PdS.

XYZ file:
```
124
Properties=species:S:1:pos:R:3:forces:R:3:mulliken_charge:R:1
Pd -0.306 0.390 -0.611 0.499 -0.479 0.592 -2.18
F -1.415 2.234 -4.923 -0.075 0.075 -0.043 -0.57
Ge -0.973 1.532 -3.341 -0.056 0.061 -0.097 3.06
C -2.257 2.694 -2.327 -0.015 -0.163 0.060 -1.32
C -3.099 3.423 -3.174 -0.114 0.055 0.153 -0.36
C -4.141 4.206 -2.685 0.097 -0.059 -0.051 -0.95
C -4.398 4.259 -1.328 -0.023 0.023 0.001 -0.85
C -3.581 3.550 -0.467 0.007 0.016 0.055 -0.69
C -2.504 2.800 -0.944 0.128 0.102 0.035 0.80
P -1.569 1.966 0.363 -0.159 0.079 -0.261 2.92
C -2.792 0.896 1.142 -0.137 0.024 -0.211 0.46
C -3.361 -0.083 0.311 0.047 0.070 0.173 -0.28
C -4.229 -1.023 0.848 0.071 0.061 -0.001 -0.66
C -4.539 -0.986 2.202 0.037 0.017 -0.026 -0.84
C -3.996 -0.001 3.022 -0.007 0.004 -0.019 -0.75
C -3.121 0.938 2.499 -0.138 0.042 -0.088 -0.31
C -0.953 3.069 1.639 -0.093 -0.081 0.140 1.39
C -0.251 2.445 2.677 -0.088 0.076 0.047 -1.67
C 0.185 3.186 3.764 -0.014 0.038 -0.080 -0.77
C -0.073 4.553 3.813 -0.042 -0.025 -0.048 -0.83
C -0.765 5.172 2.780 0.010 -0.066 -0.011 -0.78
C -1.212 4.434 1.691 0.077 0.023 0.014 -1.03
C 0.944 1.912 -3.599 0.083 0.023 0.099 -0.48
C 1.324 2.162 -4.922 0.096 -0.053 0.074 -0.09
C 2.636 2.484 -5.233 -0.097 -0.011 -0.068 -0.97
C 3.585 2.606 -4.230 0.118 0.024 0.010 -0.99
C 3.228 2.376 -2.916 -0.078 -0.065 0.106 -0.35
C 1.921 1.990 -2.607 -0.134 0.121 -0.110 0.02
P 1.422 1.830 -0.886 0.104 0.167 -0.139 3.23
C 1.346 3.578 -0.363 0.165 0.064 -0.087 1.30
C 0.526 4.431 -1.111 0.178 0.018 0.137 -0.49
C 0.506 5.791 -0.857 0.045 -0.029 -0.004 -0.90
C 1.309 6.322 0.144 -0.029 0.053 -0.072 -0.71
C 2.141 5.491 0.873 0.049 -0.097 0.007 -0.82
C 2.174 4.125 0.618 -0.217 0.056 -0.069 -0.86
C 2.766 1.031 0.025 0.010 0.100 0.046 0.77
C 2.860 1.164 1.414 -0.006 -0.113 -0.099 -0.18
C 3.886 0.547 2.109 -0.015 0.006 0.017 -1.10
C 4.818 -0.227 1.431 0.007 -0.022 -0.019 -1.18
C 4.719 -0.386 0.056 -0.041 -0.019 0.016 -1.07
C 3.700 0.239 -0.647 -0.046 0.045 0.001 -1.06
C -1.329 -0.313 -3.937 -0.040 -0.042 0.064 0.40
C -2.149 -0.401 -5.067 0.052 -0.132 0.011 -0.66
C -2.206 -1.566 -5.819 -0.048 0.119 0.014 -0.99
C -1.415 -2.652 -5.482 0.049 -0.108 -0.012 -0.86
C -0.624 -2.596 -4.350 0.007 -0.021 0.017 -0.20
C -0.602 -1.448 -3.558 -0.031 0.148 -0.092 -0.73
P 0.101 -1.607 -1.899 -0.240 0.056 -0.162 2.62
C -1.112 -2.776 -1.163 0.066 -0.127 -0.005 1.58
C -0.816 -3.574 -0.051 -0.099 0.070 -0.010 -0.69
C -1.757 -4.448 0.472 0.011 0.040 -0.019 -1.24
C -3.014 -4.548 -0.107 0.026 0.042 -0.046 -0.85
C -3.322 -3.763 -1.210 0.005 -0.020 0.054 -1.01
C -2.387 -2.882 -1.732 0.022 0.008 0.070 -0.62
C 1.684 -2.446 -2.159 0.052 0.061 -0.030 0.55
C 2.025 -3.690 -1.637 0.062 0.011 -0.002 -0.58
C 3.266 -4.244 -1.928 -0.031 0.010 0.017 -0.79
C 4.161 -3.570 -2.744 0.015 0.007 -0.015 -0.86
C 3.817 -2.336 -3.284 -0.058 0.024 0.006 -0.35
C 2.585 -1.774 -2.991 -0.005 -0.118 -0.012 -0.82
H -2.946 3.382 -4.238 0.015 -0.012 -0.073 0.63
H -4.758 4.756 -3.383 -0.008 -0.009 0.011 0.46
H -5.227 4.836 -0.940 0.008 0.002 -0.004 0.47
H -3.790 3.568 0.598 0.012 0.015 -0.011 0.51
H -3.144 -0.096 -0.755 -0.005 0.010 -0.002 0.40
H -4.664 -1.780 0.210 0.020 0.012 0.022 0.61
H -5.209 -1.724 2.623 0.016 0.001 0.012 0.47
H -4.245 0.022 4.075 -0.003 -0.005 -0.006 0.50
H -2.690 1.689 3.147 0.015 0.022 0.013 0.47
H -0.079 1.374 2.645 0.043 0.022 0.014 0.74
H 0.710 2.700 4.575 -0.006 0.001 -0.007 0.57
H 0.259 5.134 4.663 0.003 -0.005 -0.005 0.44
H -0.962 6.235 2.821 0.000 -0.006 0.001 0.47
H -1.737 4.925 0.881 -0.021 -0.018 0.058 0.58
H 0.587 2.111 -5.709 -0.004 0.003 -0.023 0.55
H 2.912 2.664 -6.264 -0.003 -0.007 0.003 0.46
H 4.600 2.891 -4.472 0.000 0.000 0.012 0.49
H 3.961 2.499 -2.129 0.022 0.000 0.016 0.54
H -0.083 4.045 -1.909 -0.124 -0.093 -0.163 0.39
H -0.126 6.437 -1.452 -0.006 -0.001 -0.002 0.51
H 1.300 7.387 0.341 -0.007 -0.012 -0.005 0.44
H 2.784 5.902 1.640 0.001 -0.004 -0.002 0.49
H 2.852 3.507 1.180 0.091 0.006 0.029 0.56
H 2.128 1.744 1.955 -0.082 -0.013 0.069 0.00
H 3.953 0.660 3.183 -0.012 0.003 -0.006 0.52
H 5.618 -0.709 1.977 -0.002 0.003 -0.007 0.45
H 5.435 -0.999 -0.477 0.004 0.001 -0.006 0.53
H 3.638 0.106 -1.716 0.025 0.029 0.054 0.66
H -2.716 0.458 -5.390 -0.035 0.046 -0.014 0.61
H -2.851 -1.612 -6.687 -0.001 0.004 0.005 0.45
H -1.432 -3.549 -6.087 0.006 0.001 0.005 0.46
H -0.048 -3.464 -4.050 -0.004 0.004 -0.013 0.48
H 0.155 -3.538 0.416 0.019 0.118 0.105 0.16
H -1.500 -5.051 1.334 -0.018 0.007 -0.003 0.54
H -3.743 -5.237 0.297 -0.003 0.007 0.002 0.45
H -4.295 -3.839 -1.678 -0.001 -0.009 0.007 0.53
H -2.665 -2.291 -2.594 0.022 0.013 -0.017 0.23
H 1.328 -4.240 -1.022 0.063 -0.023 -0.069 0.49
H 3.525 -5.214 -1.524 -0.003 0.001 0.003 0.51
H 5.122 -4.012 -2.973 -0.010 0.003 0.000 0.43
H 4.505 -1.817 -3.940 -0.003 -0.003 0.001 0.49
H 2.310 -0.818 -3.427 -0.006 0.006 -0.016 0.37
O -1.387 -4.334 8.535 -0.144 -0.056 -0.109 -0.68
S -1.813 -4.738 7.210 -0.115 0.014 0.088 1.17
O -2.639 -3.776 6.501 -0.133 -0.070 0.155 -0.64
O -2.204 -6.124 7.051 -0.034 0.142 0.060 -0.68
C -0.268 -4.668 6.282 0.516 0.049 -0.365 -0.01
N 0.764 -5.449 6.651 -0.129 0.225 -0.198 -0.49
C 1.864 -5.350 5.922 -0.199 -0.001 0.098 -0.41
C 1.978 -4.495 4.827 0.309 -0.034 -0.115 -0.64
C 0.865 -3.738 4.534 -0.103 0.011 -0.007 0.08
N -0.245 -3.825 5.252 0.001 -0.285 0.343 -0.16
C 0.748 -2.771 3.409 0.055 0.037 -0.006 0.94
C 1.724 -2.552 2.441 -0.041 -0.035 -0.005 -1.52
C 1.473 -1.654 1.419 -0.094 0.002 0.030 -1.00
N 0.327 -0.974 1.306 -0.280 0.116 0.034 2.07
C -0.603 -1.179 2.251 -0.019 -0.236 -0.113 0.10
C -0.439 -2.047 3.302 0.052 -0.037 0.065 -1.54
H 2.698 -5.978 6.215 0.014 -0.013 0.018 0.42
H 2.897 -4.445 4.259 -0.018 0.003 0.016 0.43
H 2.668 -3.082 2.456 0.000 0.016 0.010 0.50
H 2.211 -1.493 0.646 0.075 0.019 -0.078 0.17
H -1.541 -0.656 2.134 0.256 -0.154 0.055 0.02
H -1.216 -2.203 4.041 -0.005 -0.021 0.008 1.01
```
Forces are in eV/Å.

Orbital gap (eV): 3.586
Total charge: +1
Energy above the lowest of the compared OMol25 structures with the same formula, charge and spin (kcal/mol): 9.44

2.
Density functional theory data (ωB97M-V/def2-TZVPD) for a cluster of 10 separate species, C32H76F3N2O31P5 in total at a distorted geometry.

XYZ file:
```
149
Properties=species:S:1:pos:R:3:forces:R:3:mulliken_charge:R:1
C 1.037 -5.309 -1.384 0.421 0.491 0.174 -1.48
C 1.811 -4.796 -0.168 0.593 0.233 -0.242 0.44
C 2.710 -3.652 -0.589 -0.051 0.627 -1.033 -0.57
O 3.675 -3.265 0.361 -0.661 -0.646 0.925 -0.42
C 4.497 -2.202 -0.033 -0.218 0.367 0.053 -0.53
N 0.883 -4.300 0.843 0.229 -0.004 0.409 0.15
H 1.714 -5.487 -2.222 0.124 -0.607 0.256 0.44
H 0.370 -4.549 -1.798 -0.350 -0.030 0.466 0.20
H 0.512 -6.202 -1.054 -0.235 -0.072 -0.519 0.44
H 2.490 -5.584 0.189 -0.229 -0.199 0.122 0.30
H 2.029 -2.825 -0.841 0.203 0.244 0.028 0.00
H 3.246 -3.906 -1.513 -0.086 -0.186 -0.100 0.56
H 5.063 -1.913 0.852 0.261 -0.122 -0.163 0.24
H 3.911 -1.318 -0.315 -0.044 -0.115 -0.167 0.09
H 5.148 -2.499 -0.862 0.077 0.111 0.056 0.36
H 0.195 -4.987 1.131 0.126 -0.156 -0.084 0.29
H 1.406 -4.052 1.676 -0.110 0.047 -0.049 -0.46
C -0.166 1.737 -0.925 -0.357 -0.135 0.775 -1.46
C 1.185 1.521 -0.225 0.801 -0.174 -1.375 1.18
C 1.115 0.616 0.983 -0.076 -0.858 -0.393 -0.69
O 2.396 0.252 1.496 -0.315 0.761 -0.302 -0.26
C 2.268 -0.705 2.506 1.146 -0.338 0.712 -0.57
N 2.065 0.959 -1.283 0.099 0.171 0.792 -0.24
H -0.173 2.759 -1.298 -0.366 0.029 0.036 0.22
H -0.994 1.533 -0.238 -0.064 0.502 0.059 0.17
H -0.357 1.080 -1.774 0.520 -0.199 0.005 0.14
H 1.580 2.507 0.039 0.095 -0.046 0.201 -0.01
H 0.700 -0.326 0.596 -0.581 0.012 0.253 -0.08
H 0.485 1.035 1.774 -0.086 -0.055 0.076 0.67
H 3.266 -0.857 2.927 0.016 0.235 0.016 0.38
H 2.002 -1.712 2.163 -0.615 0.237 -0.299 -0.08
H 1.635 -0.348 3.327 -0.301 -0.180 -0.117 0.37
H 3.018 0.892 -0.930 -0.057 0.003 -0.003 0.26
H 1.759 -0.006 -1.407 0.088 0.032 -0.485 -0.24
C -6.013 -2.822 -0.264 -0.751 0.017 0.091 -0.61
O -4.676 -3.303 -0.363 0.537 0.661 -0.575 -0.34
P -3.894 -3.007 -1.723 0.094 -0.233 -0.823 0.71
O -4.370 -3.740 -2.904 0.084 0.154 0.404 -0.80
O -2.384 -3.312 -1.392 -0.460 0.067 0.630 -0.16
C -1.770 -2.767 -0.205 1.260 -0.104 -0.494 -0.39
O -3.962 -1.411 -1.920 -0.141 -0.698 0.575 -0.01
C -3.674 -0.932 -3.227 -0.774 0.851 -0.950 -0.60
H -6.480 -2.571 -1.220 0.377 -0.064 -0.169 0.36
H -6.042 -1.926 0.357 0.071 -0.103 0.086 0.07
H -6.625 -3.615 0.163 0.135 0.058 0.201 0.30
H -2.314 -1.959 0.276 -0.391 -0.187 -0.017 0.36
H -0.794 -2.385 -0.507 -0.122 0.248 -0.227 0.12
H -1.478 -3.584 0.445 -0.628 -0.023 0.322 0.19
H -3.648 -1.707 -3.989 0.427 -0.313 0.358 0.30
H -2.788 -0.301 -3.237 0.201 -0.295 0.172 0.11
H -4.509 -0.310 -3.564 -0.026 0.145 0.355 0.33
C 0.400 0.740 -5.610 0.029 -1.288 -0.445 -0.43
O 1.036 -0.565 -5.708 0.069 -0.636 0.784 -0.45
P 0.705 -1.719 -4.636 0.283 0.677 -0.145 -0.04
O 1.207 -1.538 -3.256 -0.388 -0.314 -0.973 -0.05
O -0.881 -1.939 -4.627 0.702 -0.013 0.222 0.38
C -1.614 -1.857 -5.854 0.219 -0.048 -0.026 -0.98
O 1.291 -2.931 -5.497 -0.130 0.307 0.700 -0.34
C 1.745 -4.071 -4.762 0.484 -0.350 0.211 -0.52
H -0.253 0.724 -6.483 -0.457 0.588 0.428 0.28
H 1.141 1.523 -5.746 0.151 -0.155 0.296 0.37
H -0.098 0.769 -4.642 -0.246 0.638 -0.199 0.13
H -2.279 -2.714 -5.961 -0.108 0.125 0.392 0.27
H -0.930 -1.908 -6.704 -0.135 0.388 -0.045 0.39
H -2.153 -0.912 -5.767 -0.171 -0.153 -0.653 0.31
H 0.937 -4.736 -4.452 -0.175 0.115 -0.311 0.28
H 2.274 -3.781 -3.851 0.005 0.216 -0.119 0.05
H 2.444 -4.590 -5.414 -0.127 -0.103 0.002 0.33
C -0.869 -3.732 7.685 -0.715 -0.079 1.474 -0.90
O -0.348 -3.622 6.386 0.041 -0.740 -0.790 0.08
P -1.013 -4.427 5.146 -0.529 1.820 -0.613 0.43
O -1.500 -5.785 5.327 0.088 0.077 0.510 -0.77
O -2.176 -3.403 4.663 0.792 -1.110 0.375 -0.38
C -1.817 -2.086 4.299 0.884 1.296 -0.197 -0.15
O 0.111 -4.211 4.037 -0.122 -0.073 0.583 0.35
C 1.489 -4.538 4.338 -0.632 -0.084 0.012 -0.55
H -1.373 -4.681 7.885 0.204 -0.120 -0.308 0.37
H -1.601 -2.958 7.940 0.036 0.147 -0.545 0.31
H -0.081 -3.615 8.432 0.264 -0.115 -0.340 0.23
H -0.776 -1.813 4.504 0.095 -0.561 -0.007 0.08
H -2.339 -1.314 4.869 -0.631 -0.428 -0.044 0.18
H -1.952 -1.936 3.228 -0.274 -0.082 0.035 0.07
H 1.614 -4.728 5.404 0.096 0.167 0.002 0.39
H 2.058 -3.667 4.021 0.310 -0.214 -0.007 0.03
H 1.741 -5.453 3.804 0.180 0.180 -0.173 0.25
C -3.543 2.931 4.666 -0.061 0.233 1.809 -0.92
O -3.172 2.286 3.464 -0.612 -0.227 -0.301 0.13
P -4.135 2.346 2.197 0.035 1.247 -0.954 0.16
O -5.267 3.301 2.329 0.912 -1.307 -0.093 -0.76
O -3.061 2.695 1.044 -1.311 0.308 1.070 0.10
C -3.474 3.351 -0.173 1.893 -1.244 -1.023 -0.56
O -4.449 0.818 1.830 0.005 0.939 0.316 0.19
C -5.219 0.013 2.731 0.931 -0.732 0.192 -0.71
H -3.095 3.916 4.794 0.270 -0.067 -0.419 0.29
H -3.210 2.306 5.498 0.352 -0.029 -0.203 0.30
H -4.603 3.075 4.886 -0.191 -0.203 -0.916 0.37
H -3.400 4.435 -0.227 -0.681 0.098 0.924 0.25
H -4.349 2.893 -0.624 -0.359 0.332 0.296 0.36
H -2.624 3.048 -0.792 -0.316 0.057 -0.488 0.10
H -5.379 0.463 3.711 -0.458 0.423 -0.270 0.31
H -4.593 -0.855 2.963 -0.145 -0.119 -0.233 0.26
H -6.112 -0.324 2.215 -0.232 0.235 0.260 0.22
C 0.030 4.264 -4.149 -0.384 -2.005 -0.663 0.20
O -0.578 4.885 -5.283 -0.147 1.545 -0.309 -0.37
P -2.090 4.601 -5.667 0.086 0.254 1.175 1.18
O -2.466 3.197 -5.882 0.265 0.144 -0.466 -0.65
O -2.884 5.226 -4.416 0.385 -0.398 -1.270 -0.33
C -4.207 4.738 -4.150 -0.220 0.394 0.793 -0.51
O -2.304 5.632 -6.856 -0.348 -0.083 0.293 -0.40
C -1.943 5.238 -8.173 0.794 -1.156 -0.673 -0.65
H 0.861 4.724 -3.622 -0.378 1.125 -0.519 0.01
H 0.470 3.391 -4.640 -0.061 -0.447 0.932 -0.06
H -0.780 4.012 -3.463 0.380 -0.276 0.262 0.14
H -4.206 4.582 -3.069 -0.395 0.089 -0.075 0.05
H -4.497 3.802 -4.622 0.533 -0.009 -0.289 0.32
H -4.918 5.514 -4.437 -0.009 -0.036 0.148 0.28
H -1.291 5.963 -8.657 -0.199 0.347 0.317 0.29
H -2.788 5.013 -8.823 -0.334 0.375 0.357 0.27
H -1.374 4.303 -8.138 0.012 0.070 0.030 0.25
C 5.163 4.786 -2.019 -0.160 1.224 0.255 -0.44
C 3.704 4.362 -2.215 1.159 -0.828 0.205 1.02
O 3.826 3.295 -3.120 -0.463 0.009 -0.663 -0.24
C 5.129 2.985 -3.364 -0.813 -0.634 0.963 0.62
O 5.488 2.144 -4.111 0.229 0.119 -0.313 -0.51
O 5.883 3.645 -2.473 0.923 0.832 0.039 -0.37
F 2.895 5.287 -2.782 0.067 0.309 0.332 -0.37
H 5.392 5.097 -1.000 0.004 -0.949 0.271 0.30
H 5.446 5.701 -2.550 -0.228 -0.336 -0.755 0.24
H 3.328 3.981 -1.262 -0.702 0.259 -0.257 -0.26
C 3.119 3.123 3.799 -0.587 -0.720 0.372 0.08
C 4.449 2.671 3.252 -0.280 0.767 1.077 0.22
O 4.333 3.168 1.912 0.702 -0.587 -0.068 -0.21
C 3.645 4.333 2.008 0.160 0.694 0.081 0.64
O 3.714 5.258 1.263 -0.008 -0.453 -0.544 -0.54
O 2.928 4.360 3.135 -0.394 0.029 0.205 -0.38
F 4.602 1.346 3.406 0.024 -0.066 -1.073 -0.16
H 2.999 3.251 4.871 0.402 0.124 -0.010 0.23
H 2.388 2.369 3.481 -0.135 0.192 -0.117 -0.07
H 5.303 3.147 3.740 0.129 0.044 -0.230 0.29
C 2.842 -1.219 6.950 0.288 -1.177 0.357 -0.46
C 3.692 -0.016 6.657 -0.525 0.279 0.315 0.24
O 2.699 0.983 6.618 0.604 1.031 -0.597 -0.36
C 1.521 0.459 6.200 0.109 -1.356 0.004 0.59
O 0.629 1.043 5.693 -0.081 0.224 0.173 -0.49
O 1.550 -0.891 6.437 0.219 0.634 -0.094 -0.11
F 4.300 -0.160 5.445 -0.118 0.167 0.002 -0.23
H 2.806 -1.450 8.016 -0.248 0.237 0.052 0.32
H 3.232 -2.107 6.455 -0.156 0.073 -0.201 0.26
H 4.449 0.306 7.370 -0.118 -0.254 0.095 0.29
```
Forces are in eV/Å.

Orbital gap (eV): 9.120
Energy above the lowest of the compared OMol25 structures with the same formula, charge and spin (kcal/mol): 0.00
SMILES: O=C1OC[C@@H](F)O1.O=C1OC[C@@H](F)O1.O=C1OC[C@@H](F)O1.COP(=O)(OC)OC.COP(=O)(OC)OC.COP(=O)(OC)OC.COP(=O)(OC)OC.COP(=O)(OC)OC.COC[C@H](C)N.COC[C@H](C)N